Below is one molecule with the formula C13H21P, with properties calculated with wB97M-V/def2-TZVPD.

Geometry as XYZ:
```
35
Properties=species:S:1:pos:R:3:forces:R:3
C -2.354871 1.948910 -0.813724 0.2 0.0 0.1
C -1.109396 1.458358 -0.080072 -0.1 -0.1 0.0
C -0.992579 -0.067113 0.008402 0.2 0.0 0.1
C -2.219646 -0.697675 0.693422 0.1 0.0 0.1
C -2.543732 -0.098547 2.055607 0.0 -0.1 0.0
C -0.763367 -0.703863 -1.369619 -0.1 -0.1 0.2
C -0.150804 -2.085090 -1.167820 0.0 0.1 -0.1
C 0.992909 -1.923817 -0.170573 0.1 -0.1 0.4
P 0.499172 -0.608323 1.060728 0.3 0.5 -1.0
C 1.840929 0.725648 0.639397 -0.3 -0.2 0.3
C 3.042206 0.129522 1.286103 0.2 0.1 0.0
C 4.021759 -0.004088 0.376566 0.1 -0.1 0.4
C 3.582512 0.571625 -0.870239 -0.1 0.2 -0.4
C 2.323755 1.027316 -0.744443 -0.3 -0.4 0.4
H -2.412957 1.517226 -1.810330 -0.1 0.0 -0.1
H -2.316945 3.031969 -0.915721 -0.1 0.1 0.0
H -3.262300 1.694687 -0.273127 -0.2 0.0 0.0
H -1.097798 1.884704 0.926873 0.1 0.1 0.0
H -0.235952 1.846204 -0.604230 0.1 0.0 0.1
H -3.087979 -0.613166 0.035311 0.0 -0.1 -0.1
H -2.024043 -1.764883 0.835060 -0.1 0.0 -0.1
H -1.660475 -0.135889 2.696020 -0.1 0.1 0.1
H -3.339222 -0.665804 2.535232 0.0 0.0 0.1
H -2.869372 0.934899 1.975716 0.0 0.1 0.0
H -0.062413 -0.089310 -1.936441 0.0 0.1 -0.1
H -1.695249 -0.773261 -1.934047 0.0 0.1 -0.1
H -0.902323 -2.773320 -0.777222 0.0 0.0 0.0
H 0.211443 -2.494413 -2.112918 -0.1 -0.1 0.0
H 1.210853 -2.855193 0.355469 0.0 0.0 -0.1
H 1.908997 -1.597806 -0.670872 0.0 0.0 0.0
H 1.461008 1.610543 1.157727 0.1 0.1 0.0
H 3.058200 -0.178489 2.316230 0.0 -0.1 0.2
H 4.992480 -0.442084 0.532328 0.1 -0.1 0.1
H 4.205094 0.645501 -1.746228 0.0 0.0 -0.2
H 1.750120 1.545017 -1.488560 -0.1 0.1 -0.2
```
Positions in Å, forces in eV/Å.

As for the SMILES: CCC1(CC)CCCP1C1C=CC=C1. The calculation puts the strongest force on any atom at 1.18 eV Å⁻¹. Its total charge is 0. For the LUMO energy, the calculation gives 0.93 eV.

Per-atom Löwdin charges, elementary charge units: number 1, C, carries -0.086; number 2, C, carries -0.254; number 3, C, carries -0.590; number 4, C, carries -0.267; number 5, C, carries -0.119; number 6, C, carries -0.198; number 7, C, carries -0.242; number 8, C, carries -0.328; number 9, P, carries 1.130; number 10, C, carries -0.438; number 11, C, carries -0.161; number 12, C, carries -0.100; number 13, C, carries -0.102; number 14, C, carries -0.110; number 15, H, carries 0.073; number 16, H, carries 0.074; number 17, H, carries 0.066; number 18, H, carries 0.105; number 19, H, carries 0.085; number 20, H, carries 0.112; number 21, H, carries 0.101; number 22, H, carries 0.045; number 23, H, carries 0.073; number 24, H, carries 0.063; number 25, H, carries 0.110; number 26, H, carries 0.114; number 27, H, carries 0.099; number 28, H, carries 0.108; number 29, H, carries 0.070; number 30, H, carries 0.068; number 31, H, carries 0.115; number 32, H, carries 0.095; number 33, H, carries 0.097; number 34, H, carries 0.098; number 35, H, carries 0.090

---

Below is C13H22BBr12N2O3PS as an isolated structure, with properties calculated with wB97M-V/def2-TZVPD.

Geometry as XYZ:
```
55
Properties=species:S:1:pos:R:3:forces:R:3
O 1.682260 -2.805225 0.091699 -0.1 0.5 -1.2
P 2.610576 -1.514689 0.501400 0.0 1.1 2.4
O 4.028575 -1.554594 -0.389704 -1.1 0.2 -1.2
B 1.633545 0.097196 -0.051817 0.0 0.0 -1.2
C 1.198489 0.459786 -1.502117 -0.7 -0.2 0.6
C 0.184239 1.599784 -1.700028 0.5 0.4 -0.3
C 0.451036 2.915142 -0.939247 -0.7 0.3 -0.4
C -0.646412 3.289373 0.073310 0.3 -0.7 -0.3
C -0.995163 2.194548 1.072219 -0.1 0.4 1.0
C -2.174935 2.602623 1.979358 0.4 -0.1 -0.3
C -3.540298 2.331546 1.369828 -0.1 0.3 0.4
S -3.747421 0.546420 1.152233 -0.3 -0.2 -0.4
C -5.096445 0.536749 0.028488 0.2 0.7 0.6
N -5.878518 1.541356 -0.201292 0.1 -0.4 -0.2
N -6.769899 1.097479 -1.177640 -0.1 -0.3 -0.3
C -6.456620 -0.117341 -1.436182 0.2 0.2 0.5
O -5.395629 -0.564932 -0.688962 -0.6 0.7 -0.4
H 1.359310 -3.145577 0.932428 0.2 -0.3 0.0
H 4.465797 -0.698518 -0.320404 0.1 0.1 0.0
H 1.405519 0.850051 0.837078 0.1 -0.1 0.2
H 0.770209 -0.456063 -1.927619 0.2 -0.1 -0.2
H 2.102655 0.640968 -2.093649 0.1 0.0 0.0
H -0.835142 1.274864 -1.502466 0.0 -0.2 0.1
H 0.198791 1.839063 -2.763446 -0.1 0.0 -0.1
H 0.406840 3.707850 -1.687438 0.3 0.2 0.0
H 1.444314 2.979078 -0.497019 0.1 -0.3 0.1
H -0.345045 4.208089 0.572849 0.0 0.0 0.2
H -1.555062 3.516034 -0.487763 0.0 0.1 -0.1
H -1.217612 1.251125 0.578583 0.0 -0.1 -0.1
H -0.173199 1.995917 1.757538 0.3 0.0 -0.2
H -2.083242 3.675789 2.133149 -0.2 0.1 0.1
H -2.069053 2.160472 2.969001 -0.1 -0.3 0.0
H -3.633811 2.857371 0.424180 -0.2 -0.2 -0.2
H -4.325195 2.674921 2.037109 -0.1 0.1 -0.1
H -6.887522 -0.805336 -2.136899 -0.1 -0.1 0.0
C -2.956454 -3.836251 -1.035374 0.0 0.0 0.1
Br -3.469265 -2.417021 0.156997 0.7 -0.8 0.1
Br -1.430259 -4.813052 -0.385515 0.0 0.0 0.0
Br -4.436721 -5.005786 -1.424947 0.0 0.0 0.0
H -2.662824 -3.376621 -1.967362 0.0 0.0 0.0
C 5.539430 -4.736428 2.312702 -0.1 0.1 0.0
Br 4.325524 -5.934015 3.219120 0.0 0.0 0.0
Br 6.716221 -5.696763 1.120449 -0.2 0.1 0.1
Br 4.604788 -3.305759 1.403262 1.2 -1.4 1.0
H 6.159135 -4.283590 3.073010 0.0 0.0 0.0
C 9.579949 -6.245569 -2.011836 0.0 0.0 0.0
Br 8.370910 -7.447636 -1.121539 0.1 -0.1 -0.2
Br 10.766519 -7.183321 -3.200671 0.0 0.0 0.0
Br 8.633439 -4.835260 -2.912601 0.0 0.0 0.0
H 10.189934 -5.784812 -1.249075 0.0 0.0 0.0
C -3.996191 6.723351 1.526125 -0.1 0.0 0.0
Br -5.573104 5.785721 0.952922 0.0 0.0 0.0
Br -2.429610 6.067161 0.616844 -0.2 0.2 0.0
Br -4.184126 8.629097 1.343201 0.0 0.0 0.0
H -3.863230 6.515227 2.577512 0.0 0.0 0.0
```
Positions in Å, forces in eV/Å.

The calculation puts the strongest force on any atom at 2.58 eV Å⁻¹. Its total charge is 0. For the LUMO energy, the calculation gives -0.63 eV.

Per-atom Löwdin charges, elementary charge units: number 1, O, carries -0.330; number 2, P, carries 0.656; number 3, O, carries -0.448; number 4, B, carries -0.191; number 5, C, carries -0.197; number 6, C, carries -0.220; number 7, C, carries -0.198; number 8, C, carries -0.253; number 9, C, carries -0.231; number 10, C, carries -0.272; number 11, C, carries -0.468; number 12, S, carries 0.929; number 13, C, carries -0.695; number 14, N, carries 0.052; number 15, N, carries 0.057; number 16, C, carries -0.170; number 17, O, carries -0.099; number 18, H, carries 0.032; number 19, H, carries 0.054; number 20, H, carries 0.034; number 21, H, carries 0.107; number 22, H, carries 0.114; number 23, H, carries 0.103; number 24, H, carries 0.103; number 25, H, carries 0.103; number 26, H, carries 0.108; number 27, H, carries 0.071; number 28, H, carries 0.082; number 29, H, carries 0.074; number 30, H, carries 0.101; number 31, H, carries 0.065; number 32, H, carries 0.109; number 33, H, carries 0.069; number 34, H, carries 0.073; number 35, H, carries 0.131; number 36, C, carries -1.619; number 37, Br, carries 0.676; number 38, Br, carries 0.588; number 39, Br, carries 0.575; number 40, H, carries -0.028; number 41, C, carries -1.592; number 42, Br, carries 0.557; number 43, Br, carries 0.524; number 44, Br, carries 0.713; number 45, H, carries -0.034; number 46, C, carries -1.644; number 47, Br, carries 0.538; number 48, Br, carries 0.573; number 49, Br, carries 0.574; number 50, H, carries -0.028; number 51, C, carries -1.634; number 52, Br, carries 0.593; number 53, Br, carries 0.666; number 54, Br, carries 0.578; number 55, H, carries -0.029